A structure of composition C16H15BrOs at a distorted geometry, computed with the ωB97M-V functional and the def2-TZVPD basis.

Geometry (Å):
Os (-0.61887, -0.33513, 0.10651)
Br (0.95703, -1.60460, 1.36619)
C (0.20207, 1.39702, 2.87014)
C (1.88996, 0.07934, -1.36605)
C (2.76816, 0.13945, -0.25125)
C (1.45814, 2.04742, -0.23587)
C (-1.23977, -0.84886, -1.79580)
C (0.01634, 1.83091, 4.20220)
C (-1.94094, 0.29898, -1.34963)
C (2.51866, 1.38275, 0.43732)
C (1.08411, 1.26845, -1.37374)
C (-1.93726, 0.34841, 2.92660)
C (-1.52575, -1.91460, -0.91334)
C (-0.78935, 0.66175, 2.23887)
C (-2.62886, -0.04312, -0.16190)
C (-1.14969, 1.52148, 4.90889)
C (-2.13367, 0.77676, 4.25818)
C (-2.34628, -1.40969, 0.12915)
H (0.40057, 1.60369, -2.17763)
H (0.99007, 2.98390, 0.05166)
H (-3.23060, 0.65275, 0.40484)
H (-1.14004, -2.91628, -1.02832)
H (1.84274, -0.74269, -2.08714)
H (-0.63960, -0.89466, -2.68777)
H (1.13591, 1.63684, 2.36572)
H (-3.05931, 0.49730, 4.76802)
H (0.80320, 2.40238, 4.69455)
H (-2.71771, -0.26168, 2.47568)
H (-1.29063, 1.83989, 5.95015)
H (-2.75353, -1.99188, 0.94828)
H (3.02401, 1.70791, 1.33577)
H (-1.92494, 1.26257, -1.82741)
H (3.47853, -0.61535, 0.05103)

- charge = 0
- calculated total energy (eV) = -89338.2145
- gap between HOMO and LUMO (alpha / beta) (eV) = 6.018 / 5.647
- HOMO (alpha / beta) (Ha) = -0.207 / -0.291
- 2S+1 = 5
- ⟨S²⟩ = 6.03